{"formula": "C3H5NO2", "method": "the ωB97M-V functional and the def2-TZVPD basis", "elements": ["O", "C", "N", "C", "C", "O", "H", "H", "H", "H", "H"], "positions_angstrom": [[0.236942, 0.111871, -2.615334], [0.185038, 0.027731, -1.416553], [-0.810884, 0.445160, -0.571750], [-0.353277, 0.450433, 0.799488], [0.639580, -0.700830, 0.678029], [1.163236, -0.537971, -0.643948], [-1.633353, 0.896157, -0.929344], [0.157274, 1.388162, 1.065499], [-1.158707, 0.264882, 1.513090], [0.108587, -1.659613, 0.731901], [1.465565, -0.685981, 1.388923]], "forces_ev_per_angstrom": [[0.0, -0.1, 0.5], [-0.1, 0.0, -0.4], [-0.1, 0.0, -0.2], [0.0, 0.0, 0.2], [0.0, 0.0, 0.3], [0.0, 0.0, -0.2], [0.2, 0.2, 0.0], [-0.1, -0.1, 0.0], [0.1, -0.1, -0.1], [0.1, 0.1, 0.0], [-0.1, 0.1, -0.1]], "lowdin_charge": [0.11, -0.57, 0.08, -0.15, -0.15, 0.02, 0.15, 0.12, 0.12, 0.13, 0.13], "charge": 0, "lumo_energy_ha": 0.02933, "homo_lumo_gap_ev": 10.9, "molar_mass_da": 87.1}

{"formula": "C3H5NO2", "method": "the ωB97M-V functional and the def2-TZVPD basis", "elements": ["O", "C", "N", "C", "C", "O", "H", "H", "H", "H", "H"], "positions_angstrom": [[-2.403840, -0.683697, 0.859521], [-1.317214, -0.468672, 0.374462], [-0.232693, 0.004662, 1.100569], [0.664148, 0.597867, 0.157708], [0.739472, -0.399563, -0.938258], [-0.922513, -0.604496, -0.937988], [-0.484040, 0.514338, 1.932230], [0.146151, 1.306885, -0.506625], [1.520890, 1.117132, 0.586899], [0.937500, -1.455373, -0.877814], [1.352139, 0.070919, -1.750703]], "forces_ev_per_angstrom": [[0.6, -0.1, -1.1], [0.3, 0.1, 0.1], [-0.2, 0.2, 0.2], [0.1, 0.4, -0.2], [-1.4, -0.4, -0.1], [1.4, 0.2, -0.2], [-0.1, 0.0, 0.0], [-0.1, 1.0, 0.8], [0.3, -0.6, -0.1], [0.7, -0.2, 0.8], [-1.7, -0.5, -0.2]], "lowdin_charge": [0.10, -0.58, 0.07, -0.22, -0.01, -0.01, 0.14, 0.13, 0.13, 0.11, 0.13], "charge": 0, "lumo_energy_ha": 0.02510, "homo_lumo_gap_ev": 10.7, "molar_mass_da": 87.1}

{"formula": "C3H5NO2", "method": "the ωB97M-V functional and the def2-TZVPD basis", "elements": ["N", "C", "C", "O", "C", "O", "H", "H", "H", "H", "H"], "positions_angstrom": [[1.610755, -0.448365, 0.482734], [0.270578, -0.156197, 0.196727], [-1.046022, -0.857492, 0.406523], [-1.725642, 0.385073, 0.020024], [-0.458540, 0.895300, -0.166350], [-0.249053, 2.096071, -0.738479], [2.184947, 0.379246, 0.383702], [2.004089, -1.189843, -0.084420], [0.021919, 1.697463, -1.581385], [-1.310373, -1.616604, -0.334118], [-1.302662, -1.184654, 1.415038]], "forces_ev_per_angstrom": [[0.1, 0.0, -0.1], [-0.2, 0.0, 0.1], [0.0, -0.5, 0.2], [-0.2, 0.0, 0.0], [0.1, -0.2, 0.6], [0.1, -0.7, -0.5], [0.0, -0.1, 0.1], [-0.1, 0.0, 0.0], [0.2, 1.4, -0.5], [0.1, 0.0, 0.1], [0.0, 0.2, 0.0]], "lowdin_charge": [0.08, -0.25, -0.08, 0.01, -0.41, 0.11, 0.08, 0.08, 0.13, 0.12, 0.12], "charge": 0, "lumo_energy_ha": 0.02282, "homo_lumo_gap_ev": 8.5, "molar_mass_da": 87.1}

{"formula": "C3H5NO2", "method": "the ωB97M-V functional and the def2-TZVPD basis", "elements": ["O", "C", "N", "C", "C", "O", "H", "H", "H", "H", "H"], "positions_angstrom": [[-0.821599, -2.051435, 1.585849], [-0.247498, -1.186688, 0.949537], [-1.026171, -0.106414, 0.399683], [-0.321935, 0.548664, -0.625529], [1.017086, 0.917110, -0.234302], [1.011273, -1.059619, 0.638691], [-1.979531, -0.373564, 0.199549], [0.216243, -0.183594, -1.293807], [-0.892975, 1.199258, -1.294075], [1.436022, 0.985494, 0.747544], [1.609086, 1.310789, -1.073139]], "forces_ev_per_angstrom": [[0.6, 0.3, -0.3], [0.0, 0.1, -0.1], [-0.1, -0.1, 0.0], [0.3, -0.1, -0.1], [0.0, -0.4, 0.3], [-0.2, 0.5, -0.2], [0.1, 0.0, 0.1], [-0.8, -0.4, -0.6], [0.2, 0.1, 0.3], [-0.2, 0.5, 0.4], [0.2, -0.6, 0.4]], "lowdin_charge": [0.05, -0.67, 0.06, -0.27, 0.19, -0.03, 0.14, 0.16, 0.15, 0.10, 0.11], "charge": 0, "lumo_energy_ha": [-0.04903, -0.04901], "homo_lumo_gap_ev": [8.2, 8.2], "molar_mass_da": 87.1}

{"formula": "C3H5NO2", "method": "the ωB97M-V functional and the def2-TZVPD basis", "elements": ["C", "C", "C", "N", "O", "O", "H", "H", "H", "H", "H"], "positions_angstrom": [[-1.799805, -0.119054, -0.212199], [1.232744, 0.885416, 0.034567], [0.472550, -1.242880, -0.021464], [-2.825316, 0.059870, 0.516635], [-2.371673, 0.851445, -0.843121], [1.148779, -0.347114, -0.598596], [1.467606, 0.730899, 1.069745], [0.327060, 1.343973, 0.012795], [1.884497, 1.507168, -0.513129], [0.283934, -2.257860, -0.545604], [0.179627, -1.411861, 1.100374]], "forces_ev_per_angstrom": [[1.5, -2.3, 2.0], [1.5, -0.2, 1.0], [-4.3, -3.1, 1.1], [0.5, -0.6, 0.1], [-0.5, 1.8, -1.8], [0.8, -1.0, -0.8], [0.6, 0.2, 0.5], [-3.1, 1.2, -0.2], [1.2, 0.4, -0.3], [0.6, 2.1, 0.3], [1.2, 1.4, -1.9]], "lowdin_charge": [-0.40, -0.04, -0.01, 0.11, -0.10, -0.09, 0.11, 0.05, 0.10, 0.13, 0.14], "charge": 0, "lumo_energy_ha": [-0.02393, -0.02390], "homo_lumo_gap_ev": [7.6, 7.6], "molar_mass_da": 87.1}

{"formula": "C3H5NO2", "method": "the ωB97M-V functional and the def2-TZVPD basis", "elements": ["H", "N", "C", "O", "C", "C", "O", "H", "H", "H", "H"], "positions_angstrom": [[1.162770, -1.855101, 1.726319], [0.190110, -2.125467, 1.759387], [-0.512607, -1.455484, 0.943807], [0.073572, -0.350047, 0.335908], [-0.528711, 0.482545, -0.577830], [0.392304, 1.635959, -0.901438], [-1.620336, 0.290546, -1.029723], [-1.027228, -2.377341, 0.655228], [0.550390, 2.242158, -0.003518], [1.371425, 1.264399, -1.218670], [-0.051687, 2.247833, -1.689470]], "forces_ev_per_angstrom": [[0.6, 0.9, 0.9], [0.9, 0.0, 0.4], [1.6, -1.7, 0.1], [-0.2, -0.3, 0.0], [-0.5, -0.1, -0.2], [-0.1, -0.1, 0.0], [0.4, 0.0, 0.2], [-2.5, 1.5, -1.6], [-0.1, -0.1, -0.1], [-0.2, 0.0, 0.1], [0.1, -0.2, 0.2]], "lowdin_charge": [0.05, 0.11, -0.25, 0.02, -0.50, 0.02, 0.13, 0.14, 0.09, 0.09, 0.09], "charge": 0, "lumo_energy_ha": 0.02806, "homo_lumo_gap_ev": 11.0, "molar_mass_da": 87.1}

{"formula": "C3H5NO2S", "method": "the ωB97M-V functional and the def2-TZVPD basis", "elements": ["C", "C", "C", "N", "O", "O", "S", "H", "H", "H", "H", "H"], "positions_angstrom": [[-1.350120, -0.993283, -0.367413], [-0.000669, 0.811537, 0.792065], [-0.657843, 0.354797, -0.510077], [0.601541, 0.124406, -1.308502], [1.577540, -1.371177, 0.565502], [2.686526, 0.768166, 0.065087], [1.491596, -0.014627, 0.110341], [-0.894199, -1.701761, 0.309912], [-1.904255, -1.372751, -1.210164], [0.143879, 1.883660, 0.844652], [-0.408425, 0.417273, 1.716347], [-1.285566, 1.093759, -1.007753]], "forces_ev_per_angstrom": [[1.4, 0.8, -0.8], [0.4, -0.2, -0.1], [-0.4, 0.0, 0.0], [-1.0, -0.8, 0.1], [-0.1, 0.0, -0.1], [-0.3, 0.1, -0.2], [0.1, 0.3, 1.0], [-0.1, -0.1, 0.1], [-0.2, 0.0, 0.0], [0.1, 0.1, 0.0], [0.1, -0.1, 0.1], [0.1, -0.1, 0.0]], "lowdin_charge": [0.15, -0.15, -0.50, 0.03, -0.29, -0.28, 0.59, 0.06, 0.06, 0.10, 0.10, 0.13], "charge": 0, "lumo_energy_ha": [-0.03798, -0.07476], "homo_lumo_gap_ev": [9.8, 7.7], "molar_mass_da": 119.1}

{"formula": "C3H5NO2S", "method": "the ωB97M-V functional and the def2-TZVPD basis", "elements": ["C", "C", "C", "H", "H", "H", "H", "H", "N", "O", "O", "S"], "positions_angstrom": [[-1.789540, -0.629482, -0.356501], [-0.338913, -0.649916, 0.021347], [1.542978, 1.263958, -0.789893], [-2.334670, 0.760759, -0.213429], [-2.083824, -1.601295, 0.477472], [-1.930033, -1.107153, -1.595993], [1.191924, 1.338504, 0.377237], [1.559180, -0.540542, 2.298892], [-0.083772, -0.403246, 1.211812], [2.150817, 2.075016, -1.474458], [1.222676, -0.135914, 1.312564], [0.893177, -0.370688, -1.269052]], "forces_ev_per_angstrom": [[-1.6, -1.8, -1.0], [-1.0, 2.4, -3.0], [-0.4, 1.7, 1.5], [1.5, -4.8, -0.4], [-0.5, 3.4, -2.5], [0.2, 1.8, 4.1], [1.2, 1.1, -3.1], [-1.5, 1.8, -3.9], [-0.6, -0.9, 1.7], [-1.4, -2.5, 1.5], [4.0, -2.1, 6.2], [0.2, -0.1, -1.1]], "lowdin_charge": [-0.16, -0.77, -0.53, 0.21, 0.14, 0.13, 0.12, 0.23, -0.06, -0.02, -0.24, 0.95], "charge": 0, "lumo_energy_ha": 0.00298, "homo_lumo_gap_ev": 9.5, "molar_mass_da": 119.1}